The following is a DFT calculation (wB97M-V/def2-TZVPD) of a structure of composition C19H43OP3RuS.

Atoms and positions in Å:
Ru1 -0.2567 0.7553 -0.3340
P1 0.6960 -1.2810 -0.3563
P2 1.3290 1.3168 1.1650
P3 -1.3185 0.0990 -2.1889
H1 -0.3067 4.7802 -2.7057
C1 -1.2167 4.1762 -2.6210
C2 -1.9825 4.1119 -1.4782
H2 -1.8354 4.8168 -0.6465
C3 2.1293 -1.4395 -1.5132
C4 1.4483 -2.1076 1.1272
C5 -0.3031 -2.7704 -0.8459
C6 1.4957 3.0481 1.7884
C7 1.0769 0.5285 2.8001
C8 3.0718 0.9433 0.7218
C9 -2.1610 1.3839 -3.1766
C10 -2.7709 -1.0109 -1.9047
C11 -0.4105 -0.6467 -3.6154
H3 -1.5936 3.9183 -3.6158
H4 -2.9128 3.5573 -1.5182
H5 2.5374 -2.4565 -1.4048
H6 2.8937 -0.6971 -1.2586
H7 1.7943 -1.2793 -2.5440
H8 1.4820 -3.1946 0.9511
H9 0.8339 -1.9278 2.0170
H10 2.4723 -1.7421 1.3047
H11 0.2793 -3.6694 -0.6018
H12 -0.5345 -2.7774 -1.9183
H13 -1.2397 -2.8101 -0.2737
H14 1.8830 2.9784 2.8163
H15 0.5155 3.5494 1.8257
H16 2.1942 3.6227 1.1704
H17 1.8983 -0.1668 3.0092
H18 0.1042 0.0243 2.8189
H19 1.0347 1.3217 3.5536
H20 3.6940 1.6521 1.2890
H21 3.2223 1.0972 -0.3554
H22 3.3461 -0.0877 0.9956
H23 -2.6283 0.9092 -4.0497
H24 -1.4450 2.1229 -3.5414
H25 -2.9155 1.8790 -2.5544
H26 -3.5274 -0.7951 -2.6669
H27 -3.2054 -0.8020 -0.9185
H28 -2.5196 -2.0702 -1.9552
H29 -1.0031 -0.4509 -4.5203
H30 -0.2455 -1.7279 -3.5169
H31 0.5450 -0.1170 -3.7119
C12 1.7609 4.2458 -1.4657
C13 2.5389 3.9014 -2.5644
C14 3.7299 4.5761 -2.7824
C15 4.0909 5.6493 -1.9564
C16 3.2518 6.0675 -0.9260
C17 2.0744 5.3608 -0.6877
S1 0.3920 3.1557 -1.0370
H32 0.2068 2.6936 -2.2968
H33 2.2482 3.0626 -3.1858
H34 4.3957 4.2086 -3.5639
H35 5.0415 6.1425 -2.1501
H36 3.5103 6.8997 -0.2811
H37 1.3855 5.6256 0.1058
C18 -3.1279 -1.3347 3.0139
C19 -2.2954 -1.4593 1.7577
O1 -1.7851 -0.1599 1.3527
H38 -2.5061 -1.0017 3.8481
H39 -3.5523 -2.3104 3.2657
H40 -3.9552 -0.6313 2.8798
H41 -1.4214 -2.1077 1.9007
H42 -2.8787 -1.8536 0.9147
H43 -2.4355 0.5061 1.6365

multiplicity	5
relative energy (zero: lowest compared OMol25 entry of this formula, charge and spin)	62.07	kcal per mole
E	-63684.7149	eV
⟨S²⟩	6.021
HOMO energy (alpha / beta)	-20.637 / -20.899	eV
total charge	+4

=====

The following is a DFT calculation (wB97M-V/def2-TZVPD) of a structure of composition C19H43P3S2Sn.

Atoms and positions in Å:
Sn1 0.9104 0.5820 0.1891
P1 -1.3514 -0.9534 -0.7098
P2 1.8506 -1.6847 1.3515
P3 -0.0962 2.3672 -1.6998
H1 3.5325 0.8020 0.3417
C1 3.1372 1.8168 0.4173
C2 1.9443 2.2530 1.0489
H2 1.7919 2.2984 2.1331
C3 -1.0586 -1.7930 -2.3123
C4 -1.8920 -2.3362 0.3550
C5 -2.9490 -0.1044 -0.9861
C6 3.5073 -1.4674 2.0555
C7 0.9382 -2.5758 2.6649
C8 2.0789 -2.9250 0.0389
C9 1.0883 3.6817 -2.1032
C10 -1.6383 3.3178 -1.3647
C11 -0.4370 1.6293 -3.3413
H3 3.8774 2.5654 0.0952
H4 1.5082 3.1560 0.5937
H5 -1.9527 -2.3701 -2.5910
H6 -0.2007 -2.4732 -2.2258
H7 -0.8414 -1.0552 -3.0958
H8 -2.8097 -2.7699 -0.0697
H9 -2.1062 -1.9619 1.3650
H10 -1.1208 -3.1149 0.4151
H11 -3.7374 -0.8633 -1.1019
H12 -2.9265 0.5280 -1.8826
H13 -3.1823 0.5178 -0.1113
H14 3.8039 -2.3869 2.5779
H15 3.5031 -0.6403 2.7768
H16 4.2486 -1.2500 1.2776
H17 1.4132 -3.5611 2.8038
H18 -0.1168 -2.7162 2.3945
H19 0.9898 -2.0162 3.6101
H20 2.2942 -3.9033 0.4902
H21 2.9172 -2.6410 -0.6079
H22 1.1791 -3.0154 -0.5830
H23 0.6115 4.3710 -2.8124
H24 1.9874 3.2491 -2.5590
H25 1.3784 4.2379 -1.2043
H26 -1.8811 3.9234 -2.2537
H27 -1.4800 3.9881 -0.5057
H28 -2.4779 2.6400 -1.1416
H29 -0.3909 2.4278 -4.0972
H30 -1.4261 1.1500 -3.3803
H31 0.3357 0.8813 -3.5682
C12 5.5318 0.3992 -2.0473
C13 5.4320 -0.2205 -3.4319
C14 5.1402 -1.6748 -3.3528
C15 5.4094 -2.3988 -2.2224
C16 5.7331 -1.7687 -0.9996
C17 5.8080 -0.3834 -0.9136
S1 5.0638 1.9592 -2.2308
H32 4.6085 0.4406 -3.8221
H33 6.3405 -0.0502 -4.0370
H34 4.8449 -2.1559 -4.2855
H35 5.3421 -3.4902 -2.2167
H36 5.9654 -2.3745 -0.1130
H37 6.0277 0.1125 0.0300
C18 -1.6318 2.4430 2.5047
S2 -0.7778 0.8469 2.5035
C19 0.3738 1.0850 3.8916
H38 -1.6094 2.8982 1.5075
H39 -1.1648 3.1085 3.2374
H40 -2.6712 2.2446 2.7961
H41 0.1058 2.0145 4.4151
H42 0.2443 0.2306 4.5749
H43 1.4271 1.1256 3.5762

relative energy (zero: lowest compared OMol25 entry of this formula, charge and spin)	0.00	kcal per mole
E	-75723.8352	eV
HOMO energy (alpha / beta)	-20.138 / -19.526	eV
total charge	+4

=====

The following is a DFT calculation (wB97M-V/def2-TZVPD) of a structure of composition C19H43P3SSeY.

Atoms and positions in Å:
Y1 0.4754 -0.3652 0.6099
P1 0.5995 1.5121 2.7047
P2 -0.4412 -2.2099 2.5844
P3 -2.3251 0.3120 0.7514
H1 1.5352 2.1695 -8.1270
C1 0.8122 2.9726 -7.9456
C2 1.2151 4.2166 -7.6271
H2 2.2774 4.4698 -7.5385
C3 2.3528 1.7999 3.1650
C4 -0.1947 1.4194 4.3498
C5 0.1010 3.1981 2.1619
C6 -0.8809 -3.8622 1.9180
C7 0.9202 -2.6993 3.7111
C8 -1.8067 -2.0297 3.7890
C9 -2.5095 1.5325 -0.6126
C10 -3.2580 1.1236 2.1043
C11 -3.5386 -0.9575 0.2240
H3 -0.2485 2.7356 -8.0839
H4 0.4972 5.0303 -7.4772
H5 2.9603 1.8829 2.2559
H6 2.7311 0.9604 3.7597
H7 2.4425 2.7282 3.7466
H8 0.1670 0.5387 4.8967
H9 -1.2853 1.3430 4.2521
H10 0.0444 2.3201 4.9331
H11 0.6881 3.4699 1.2746
H12 0.2902 3.9268 2.9658
H13 -0.9651 3.2193 1.8901
H14 -0.9839 -4.5563 2.7633
H15 -0.0943 -4.2226 1.2411
H16 -1.8327 -3.8083 1.3719
H17 0.5270 -3.4420 4.4196
H18 1.2871 -1.8256 4.2665
H19 1.7513 -3.1377 3.1413
H20 -1.8317 -2.9435 4.4001
H21 -2.7715 -1.9231 3.2754
H22 -1.6384 -1.1666 4.4466
H23 -3.5290 1.9464 -0.5918
H24 -2.3245 1.0412 -1.5783
H25 -1.7764 2.3401 -0.4820
H26 -4.2908 1.3021 1.7690
H27 -2.8023 2.0841 2.3807
H28 -3.2841 0.4747 2.9913
H29 -4.5540 -0.5395 0.2776
H30 -3.4808 -1.8405 0.8747
H31 -3.3174 -1.2713 -0.8063
C12 -0.3547 -0.9805 -3.0748
C13 0.3817 0.2188 -3.0719
C14 0.4285 1.0320 -4.2012
C15 -0.1333 0.5996 -5.4092
C16 -0.8096 -0.6362 -5.4556
C17 -0.9412 -1.4062 -4.3006
Se1 -0.5488 -1.9785 -1.4963
H32 0.7059 1.3781 -0.1802
H33 0.9036 0.5294 -2.1627
H34 0.9184 2.0077 -4.1449
H35 -0.0300 1.2180 -6.3080
H36 -1.2322 -0.9831 -6.3994
H37 -1.4904 -2.3500 -4.3164
C18 4.7632 -1.1920 1.3355
S1 2.9973 -1.3203 1.0132
C19 2.8729 -2.7676 -0.0520
H38 5.3147 -1.1825 0.3894
H39 5.0758 -2.0392 1.9589
H40 4.9531 -0.2557 1.8774
H41 2.9730 -2.4411 -1.0976
H42 3.6568 -3.4806 0.2094
H43 1.8862 -3.2391 0.0900

relative energy (zero: lowest compared OMol25 entry of this formula, charge and spin)	40.78	kcal per mole
E	-125463.3771	eV
HOMO energy (alpha / beta)	-15.892 / -15.900	eV
total charge	+3